# C4H10N4

A cluster of 2 separate species, C4H10N4 in total in a non-equilibrium geometry (the ωB97M-V functional and the def2-TZVPD basis, the OMol25 dataset).

Output
Gap between HOMO and LUMO (alpha / beta) = 5.2 / 8.6 eV
Total charge = +2
Highest occupied orbital energy (alpha / beta) = -15.67 / -17.84 eV
E = -10249.694 eV

Last column: natural (NBO) charge in e.
Cartesian coordinates (Å):
C1 2.390 0.371 0.955  0.362
C2 -2.059 0.207 0.093  0.459
C3 1.905 -0.575 -1.014  -0.348
C4 0.888 0.418 -0.606  0.139
N1 1.160 0.747 0.619  -0.480
N2 2.826 -0.474 0.014  -0.459
N3 -2.898 1.091 -0.203  -0.734
N4 -2.171 -0.937 0.701  -0.782
H1 2.926 0.723 1.815  0.287
H2 1.555 -1.560 -1.396  0.312
H3 2.343 -0.141 -1.952  0.311
H4 -0.208 0.675 -0.799  0.257
H5 0.628 1.409 1.170  0.469
H6 3.373 -1.339 0.075  0.482
H7 -2.563 1.976 -0.615  0.436
H8 -3.843 1.170 0.001  0.431
H9 -1.532 -1.737 0.673  0.434
H10 -2.954 -1.308 1.178  0.425